# C36H56F27N5O30S9

A cluster of 13 separate species, C36H56F27N5O30S9 in total (the ωB97M-V functional and the def2-TZVPD basis, the Open Molecules 2025 dataset).

Structure (ORCA input):
```
! RIJCOSX wB97M-V def2-TZVPD def2/J DEFGRID3
* xyz -3 2
C 2.798 12.057 6.708
N 2.773 12.122 5.158
C 4.090 12.615 4.500
C 2.568 10.639 4.731
C 1.528 12.967 4.610
C 1.313 14.307 5.282
O 2.332 15.308 4.955
H 1.788 11.728 6.955
H 2.844 13.062 7.127
H 3.619 11.499 7.158
H 4.291 13.573 4.979
H 3.854 12.786 3.449
H 4.865 11.942 4.866
H 2.550 10.570 3.643
H 1.628 10.245 5.117
H 3.338 9.978 5.129
H 0.686 12.299 4.787
H 1.618 12.993 3.524
H 1.217 14.075 6.342
H 0.371 14.713 4.913
H 2.975 15.367 5.665
C 10.074 12.158 0.901
N 9.348 12.943 1.971
C 10.554 13.584 2.787
C 8.548 14.093 1.334
C 8.514 11.960 2.780
C 8.117 12.397 4.229
O 7.341 13.560 4.284
H 10.503 12.753 0.095
H 9.434 11.459 0.362
H 10.885 11.589 1.355
H 11.179 12.845 3.288
H 10.136 14.297 3.498
H 11.202 14.147 2.115
H 8.163 14.680 2.168
H 7.677 13.607 0.893
H 9.174 14.707 0.687
H 9.009 10.989 2.777
H 7.536 11.932 2.300
H 9.022 12.516 4.826
H 7.554 11.611 4.733
H 6.768 13.522 5.053
C 4.740 23.471 -0.035
N 3.777 22.598 0.845
C 3.718 23.172 2.269
C 2.390 22.663 0.253
C 4.164 21.086 0.968
C 5.625 20.758 1.169
O 6.162 21.373 2.279
H 4.637 23.350 -1.113
H 5.745 23.228 0.309
H 4.410 24.493 0.154
H 3.540 24.248 2.273
H 4.654 23.183 2.828
H 2.974 22.630 2.853
H 1.894 23.591 0.536
H 1.829 21.858 0.726
H 2.514 22.432 -0.805
H 3.795 20.622 0.054
H 3.467 20.726 1.726
H 6.188 20.912 0.249
H 5.626 19.681 1.339
H 7.043 21.021 2.423
C 6.930 18.412 5.028
N 5.882 17.758 4.218
C 6.020 16.510 3.834
C 5.081 15.908 2.981
C 3.968 16.698 2.565
C 3.855 18.027 2.985
C 4.820 18.488 3.898
C 2.942 16.011 1.760
C 1.594 16.228 2.060
C 0.625 15.601 1.265
N 0.974 14.687 0.342
C 2.333 14.547 0.017
C 3.363 15.159 0.747
C -0.029 13.800 -0.276
H 7.015 19.485 4.857
H 7.896 17.943 4.836
H 6.684 18.247 6.077
H 6.837 15.980 4.300
H 5.255 14.866 2.759
H 3.007 18.547 2.563
H 4.690 19.458 4.355
H 1.367 16.836 2.923
H -0.437 15.694 1.436
H 2.603 13.739 -0.646
H 4.401 14.941 0.545
H 0.235 12.811 0.100
H 0.019 13.823 -1.365
H -1.078 13.983 -0.042
C 2.004 17.485 -2.466
F 1.113 17.275 -1.454
F 1.726 18.604 -3.103
F 3.208 17.451 -1.936
S 1.942 15.947 -3.637
O 0.613 16.068 -4.236
O 3.031 16.120 -4.617
O 2.093 14.702 -2.823
C 5.524 15.013 9.050
F 4.729 14.081 9.690
F 5.062 16.244 9.411
F 6.860 15.000 9.273
S 5.444 14.859 7.114
O 6.527 15.745 6.590
O 5.757 13.439 6.804
O 4.120 15.251 6.742
C -0.959 21.034 2.707
F 0.018 21.864 3.092
F -1.815 20.969 3.704
F -1.619 21.544 1.694
S -0.405 19.195 2.322
O 0.002 18.587 3.638
O -1.620 18.544 1.818
O 0.727 19.324 1.430
C 10.628 18.529 2.668
F 11.362 19.607 2.702
F 11.387 17.501 2.241
F 10.292 18.156 3.911
S 8.971 18.803 1.730
O 9.347 19.378 0.410
O 8.413 17.401 1.660
O 8.151 19.737 2.469
C 5.772 10.757 -0.252
F 5.563 11.458 -1.349
F 5.302 9.480 -0.392
F 7.057 10.723 0.124
S 4.799 11.698 1.159
O 4.693 10.790 2.314
O 5.569 12.881 1.494
O 3.453 11.920 0.600
C -2.211 14.053 3.040
F -1.181 13.469 2.429
F -2.705 13.291 3.945
F -1.739 15.173 3.654
S -3.545 14.439 1.769
O -4.693 14.988 2.518
O -2.975 15.389 0.811
O -3.740 13.139 1.106
C 8.679 19.033 8.532
F 7.516 18.870 9.122
F 9.208 17.897 8.262
F 8.577 19.661 7.346
S 9.826 20.047 9.725
O 9.613 21.461 9.410
O 9.378 19.675 11.042
O 11.198 19.608 9.403
C 4.571 21.086 7.231
F 4.600 22.132 8.080
F 5.364 21.298 6.112
F 4.920 20.044 7.946
S 2.788 20.690 6.547
O 2.888 19.397 5.930
O 1.838 20.700 7.686
O 2.399 21.730 5.606
C -1.370 9.710 4.029
F -0.253 9.167 4.389
F -2.438 8.974 4.455
F -1.335 10.942 4.574
S -1.430 9.993 2.120
O -2.841 10.416 1.794
O -0.392 10.982 1.876
O -1.180 8.674 1.583
*
```

<S²>	0.7662
HOMO level (alpha / beta)	-0.110 / -0.110	Ha
M	1840.40	g mol⁻¹
max |F|	4.358	eV Å⁻¹